# CH10O6

A 5-piece molecular cluster, CH10O6 overall at a distorted geometry (ωB97M-V/def2-TZVPD, the Open Molecules 2025 dataset).

SMILES string	O=CO.O.O.O.O
LUMO level	0.4	eV
HOMO level	-11.01	eV
HOMO-LUMO gap	11.39	eV
total charge	0
energy above the lowest of the compared OMol25 structures with the same formula, charge and spin	1.6076	eV
energy	-13483.696	eV

Atoms and positions in Å:
O  -2.85351  -0.10213  1.93997
C  -1.71995  -0.15364  2.32075
O  -0.84338  -0.14787  1.23481
H  -1.18805  -0.20960  3.26167
H  0.11179  -0.12768  1.42646
H  -0.44319  -0.15729  -2.64599
H  0.09531  -0.61489  -1.36947
O  0.43549  -0.31571  -2.26558
H  2.49608  0.86187  0.49354
H  2.45441  -0.56614  0.79223
O  2.15729  0.26519  1.19915
H  0.93427  1.78174  -1.75901
H  2.15313  1.83215  -2.52050
O  1.88063  1.87458  -1.59372
H  -2.37527  -1.74465  0.31596
H  -1.40658  -0.81526  -0.32223
O  -1.88846  -1.66066  -0.50804